Entry 1:
The following is a quantum chemistry calculation of an isolated ion of composition C6H9N4O4 and charge +1 in a non-equilibrium geometry, from the OMol25 dataset.

```
! wB97M-V def2-TZVPD RIJCOSX def2/J DEFGRID3
* xyz 1 1
C -2.09 -0.69 2.87
O -0.70 -1.04 2.39
C -0.45 -0.94 1.13
O -1.14 -0.53 0.20
C 1.06 -1.29 0.75
N 1.29 -1.62 -0.67
C 1.35 -0.37 -1.38
N 0.05 0.00 -2.17
N -0.42 1.28 -2.23
C 0.13 2.26 -1.64
N 1.03 1.89 -0.41
O 1.24 2.89 0.31
C 1.59 0.63 -0.19
O 1.71 -0.02 0.93
H -2.62 -1.60 2.81
H -2.66 -0.04 2.23
H -1.78 -0.27 3.79
H 1.61 -1.93 1.37
H 0.61 -2.24 -1.18
H 2.10 -0.50 -2.20
H -0.63 -0.74 -2.24
H -1.31 1.48 -2.73
H 0.03 3.40 -1.72
*
```

The calculation puts the gap between HOMO and LUMO (spin up / spin down) at 7.29 / 7.77 eV. Its structure (SMILES) is COC(=O)[C@H]1N[C@H]2N[NH+]=C[N+]([O-])=C2O1. Its highest occupied orbital energy (spin up / spin down) is -12.2 / -12.5 eV.



Entry 2:
The following is a quantum chemistry calculation of a 13-piece molecular cluster, C5H36O13S overall in a non-equilibrium geometry, from the OMol25 dataset.

```
! wB97M-V def2-TZVPD RIJCOSX def2/J DEFGRID3
* xyz 0 1
C 1.15 0.88 -0.03
O 0.69 0.55 1.25
C 0.04 1.18 -1.00
C -0.45 -0.19 -1.66
C -1.69 0.01 -2.50
S -2.19 -1.52 -3.29
C -2.38 -2.83 -2.05
H 1.71 0.00 -0.36
H 1.82 1.75 -0.01
H -0.02 1.15 1.58
H -0.81 1.53 -0.42
H 0.24 2.11 -1.59
H -0.39 -1.15 -1.13
H 0.40 -0.53 -2.29
H -1.60 0.75 -3.31
H -2.38 0.55 -1.82
H -1.89 -3.72 -2.49
H -1.98 -2.64 -1.06
H -3.45 -2.90 -1.99
H 0.46 0.07 4.03
H 0.44 -0.96 2.88
O -0.04 -0.66 3.67
H -2.07 4.73 -0.54
H -1.26 3.75 -1.27
O -2.05 4.29 -1.39
H 3.16 2.24 -1.86
H 2.65 2.64 -3.43
O 2.93 2.88 -2.54
H -4.13 -0.55 0.90
H -2.71 -0.66 1.48
O -3.22 -0.31 0.70
H -1.56 1.35 2.57
H -1.85 2.81 2.35
O -1.11 2.21 2.58
H 3.59 -1.76 -1.58
H 3.31 -3.25 -1.45
O 3.71 -2.52 -0.97
H -2.02 -2.02 3.00
H -1.83 -0.71 3.51
O -2.58 -1.24 3.16
H 1.82 -3.71 2.11
H 0.94 -3.63 3.09
O 1.00 -3.19 2.21
H -3.79 3.67 0.11
H -3.27 2.25 0.45
O -3.18 3.18 0.68
H 3.75 -0.47 2.84
H 3.52 0.78 3.73
O 3.49 -0.17 3.73
H 3.05 -0.24 -3.56
H 2.56 0.11 -2.25
O 3.20 -0.51 -2.64
H 4.23 -1.52 0.79
H 3.00 -1.33 1.45
O 3.67 -0.76 1.03
*
```

The calculation puts the gap between HOMO and LUMO at 8.30 eV. Its highest occupied orbital energy is -8.3 eV.



Entry 3:
The following is a quantum chemistry calculation of a 13-piece molecular cluster, C64H72N8O33S2 overall in a non-equilibrium geometry, from the OMol25 dataset.

```
! wB97M-V def2-TZVPD RIJCOSX def2/J DEFGRID3
* xyz 0 1
C -0.70 2.66 30.83
C -0.89 1.62 29.64
O -1.55 2.35 28.55
S -1.65 3.94 28.82
O -2.94 4.50 28.31
O -0.36 4.53 28.45
O -1.59 3.71 30.48
H 0.26 3.17 30.92
H -1.04 2.35 31.82
H -1.47 0.74 29.91
H 0.10 1.28 29.31
C 4.15 2.74 32.46
C 2.87 1.72 32.33
O 2.39 1.89 31.01
S 3.33 2.81 30.07
O 2.64 3.80 29.23
O 4.39 1.97 29.49
O 4.00 3.64 31.41
H 5.11 2.24 32.34
H 4.19 3.33 33.37
H 1.99 1.94 32.94
H 3.22 0.69 32.36
C -3.10 1.15 24.98
C -3.06 0.71 26.42
O -4.06 -0.32 26.64
C -4.41 -0.73 27.80
O -3.86 -0.37 28.88
O -5.36 -1.67 27.67
C -5.91 -2.26 28.84
H -4.02 1.44 24.49
H -2.64 0.42 24.31
H -2.48 2.04 24.82
H -3.18 1.54 27.12
H -2.12 0.26 26.74
H -6.27 -3.26 28.57
H -6.70 -1.61 29.19
H -5.18 -2.37 29.64
C 7.29 -5.68 30.08
C 6.75 -4.39 30.69
O 7.47 -3.88 31.82
C 7.28 -2.68 32.32
O 8.08 -2.13 33.10
O 6.26 -2.12 31.78
C 6.04 -0.75 32.02
H 7.25 -6.59 30.68
H 8.32 -5.52 29.76
H 6.66 -5.83 29.20
H 5.76 -4.69 31.02
H 6.62 -3.65 29.90
H 5.60 -0.70 33.01
H 5.36 -0.26 31.31
H 6.92 -0.11 32.09
C 6.03 -3.20 21.63
C 5.92 -1.78 22.17
O 7.20 -1.33 22.54
C 7.43 -1.01 23.84
O 6.61 -1.09 24.76
O 8.67 -0.58 23.97
C 9.04 -0.01 25.13
H 5.12 -3.44 21.08
H 6.24 -3.91 22.43
H 6.93 -3.18 21.03
H 5.11 -1.65 22.90
H 5.60 -1.21 21.30
H 9.79 0.68 24.76
H 9.61 -0.70 25.75
H 8.29 0.45 25.78
C -2.06 -5.02 20.61
C -1.38 -3.96 20.00
C -0.31 -3.40 20.64
C 0.06 -3.80 21.95
C -0.67 -4.84 22.54
C -1.72 -5.42 21.89
N 1.31 -3.27 22.61
O 2.07 -2.74 21.85
O 1.50 -3.51 23.79
H -2.86 -5.44 20.02
H -1.54 -3.71 18.96
H 0.15 -2.62 20.05
H -0.48 -5.08 23.57
H -2.27 -6.29 22.23
C 7.60 2.94 26.19
C 6.36 2.32 26.20
C 5.74 1.94 24.99
C 6.30 2.33 23.76
C 7.48 3.03 23.76
C 8.20 3.23 24.96
N 5.63 1.96 22.51
O 4.74 1.09 22.60
O 6.08 2.35 21.46
H 8.07 3.25 27.12
H 5.96 1.96 27.14
H 4.80 1.43 25.14
H 8.03 3.07 22.83
H 9.15 3.76 24.91
C 11.54 -3.60 29.89
C 10.74 -3.73 28.75
C 9.63 -2.88 28.66
C 9.43 -1.79 29.53
C 10.38 -1.56 30.58
C 11.37 -2.49 30.79
N 8.39 -0.77 29.31
O 7.74 -0.84 28.33
O 8.23 0.12 30.07
H 12.31 -4.32 30.13
H 10.91 -4.59 28.12
H 9.17 -2.83 27.68
H 10.30 -0.72 31.26
H 12.12 -2.40 31.57
C 0.00 -0.47 34.09
C -0.69 -1.35 33.29
C 0.05 -2.35 32.63
C 1.39 -2.58 32.95
C 1.99 -1.71 33.84
C 1.34 -0.62 34.36
N 2.11 -3.68 32.25
O 3.34 -3.66 32.07
O 1.43 -4.68 31.88
H -0.57 0.41 34.36
H -1.75 -1.22 33.10
H -0.53 -2.98 31.97
H 3.03 -1.88 34.06
H 1.86 0.10 34.98
C 4.99 -6.37 23.07
C 4.03 -5.52 23.59
C 4.34 -4.75 24.71
C 5.55 -4.95 25.39
C 6.49 -5.86 24.85
C 6.24 -6.57 23.68
N 5.88 -4.08 26.59
O 7.04 -3.76 26.72
O 4.99 -4.04 27.45
H 4.75 -6.88 22.14
H 3.10 -5.32 23.07
H 3.68 -4.00 25.12
H 7.48 -5.96 25.28
H 6.94 -7.29 23.28
C 0.78 -5.24 27.48
C 0.67 -6.35 26.63
C 1.76 -7.24 26.50
C 2.93 -6.97 27.29
C 2.98 -5.98 28.22
C 1.88 -5.10 28.38
N 4.08 -7.88 27.15
O 4.02 -8.73 26.27
O 4.99 -7.78 27.97
H -0.07 -4.60 27.65
H -0.23 -6.48 26.05
H 1.62 -8.10 25.85
H 3.75 -5.75 28.93
H 2.00 -4.30 29.10
C 0.79 0.96 24.95
C 1.39 1.23 23.75
C 1.99 2.46 23.61
C 2.02 3.38 24.65
C 1.35 3.14 25.86
C 0.83 1.85 26.02
N 2.83 4.66 24.51
O 3.50 4.82 23.50
O 2.65 5.52 25.35
H 0.37 -0.02 25.16
H 1.34 0.44 23.01
H 2.50 2.73 22.70
H 1.33 3.85 26.67
H 0.42 1.58 26.99
C 4.69 -0.98 27.35
C 3.75 -1.30 26.37
C 2.42 -1.61 26.71
C 2.07 -1.64 28.07
C 3.02 -1.36 29.05
C 4.34 -1.08 28.71
N 0.61 -1.76 28.47
O -0.26 -1.68 27.57
O 0.31 -1.68 29.66
H 5.70 -0.66 27.17
H 4.09 -1.15 25.36
H 1.69 -1.81 25.94
H 2.80 -1.34 30.11
H 5.15 -0.92 29.41
*
```

The calculation puts the gap between HOMO and LUMO at 8.55 eV. Its highest occupied orbital energy is -9.6 eV.



Entry 4:
The following is a quantum chemistry calculation of a 3-piece molecular cluster, C4H10N2O2 overall in a non-equilibrium geometry, from the OMol25 dataset.

```
! wB97M-V def2-TZVPD RIJCOSX def2/J DEFGRID3
* xyz 0 1
C 0.24 -0.66 2.25
C 0.06 -0.12 0.88
C -0.22 1.10 0.34
N -0.30 1.02 -1.02
C -0.06 -0.22 -1.33
N 0.21 -0.94 -0.21
H 0.05 0.11 2.99
H -0.45 -1.48 2.41
H 1.23 -1.04 2.51
H -0.56 1.98 0.88
H 0.03 -0.66 -2.31
H 0.25 -1.94 -0.14
O 2.58 2.07 -0.42
H 2.37 1.43 -1.10
H 1.78 2.61 -0.33
O -2.45 -1.99 -0.54
H -3.25 -2.23 -1.04
H -2.68 -1.10 -0.24
*
```

The calculation puts the gap between HOMO and LUMO at 9.26 eV. Its structure (SMILES) is Cc1cnc[nH]1.O.O. Its highest occupied orbital energy is -8.6 eV.



Entry 5:
The following is a quantum chemistry calculation of C31H22IrN2O4S as an isolated structure in a non-equilibrium geometry, from the OMol25 dataset.

```
! wB97M-V def2-TZVPD RIJCOSX def2/J DEFGRID3
* xyz 0 2
Ir -0.06 -0.38 -0.04
O 1.02 -6.71 1.78
C 1.41 -6.43 0.63
O 1.91 -7.11 -0.27
C 1.22 -4.96 0.29
C 0.38 -4.57 -0.75
C 0.11 -3.24 -0.97
N 0.68 -2.26 -0.24
C 1.54 -2.63 0.74
C 1.83 -3.94 1.02
C 2.02 -1.48 1.57
O 3.08 -1.44 2.13
O 1.15 -0.49 1.59
H -0.08 -5.32 -1.38
H -0.51 -2.92 -1.79
H 2.53 -4.16 1.82
C 0.11 2.97 -1.56
C -1.30 2.50 -1.42
C -2.31 3.42 -1.81
C -3.61 3.06 -1.77
C -3.95 1.77 -1.32
C -5.30 1.34 -1.25
C -5.59 0.08 -0.81
C -4.55 -0.78 -0.41
C -3.24 -0.38 -0.47
S -2.02 -1.50 0.03
C -2.90 0.91 -0.93
N -1.57 1.27 -0.99
H 0.10 4.05 -1.69
H 0.56 2.57 -2.47
H 1.85 3.28 -0.42
H -2.00 4.40 -2.14
H -4.39 3.74 -2.07
H -6.08 2.03 -1.54
H -6.62 -0.25 -0.75
H -4.78 -1.78 -0.06
C 2.49 -1.70 -3.17
C 1.36 -0.94 -3.38
C 1.00 0.07 -2.48
C 1.80 0.32 -1.32
C 2.97 -0.50 -1.15
C 3.30 -1.47 -2.05
C 1.51 1.26 -0.29
C 0.96 2.65 -0.34
C 0.26 3.13 0.93
C -0.36 2.27 1.83
C -1.03 2.76 2.95
C -1.09 4.12 3.17
C -0.48 5.00 2.28
C 0.20 4.50 1.17
H 2.76 -2.47 -3.88
H 0.73 -1.11 -4.25
H 0.12 0.65 -2.69
H 3.59 -0.33 -0.28
H 4.18 -2.07 -1.89
H 2.17 1.15 0.57
H -0.27 1.20 1.66
H -1.49 2.07 3.64
H -1.60 4.51 4.04
H -0.51 6.06 2.45
H 0.68 5.19 0.49
*
```

The calculation puts the gap between HOMO and LUMO (spin up / spin down) at 5.93 / 5.11 eV. Its highest occupied orbital energy (spin up / spin down) is -7.7 / -7.7 eV.



Entry 6:
The following is a quantum chemistry calculation of a 2-piece molecular cluster, C3H4O2 overall in a non-equilibrium geometry, from the OMol25 dataset.

```
! wB97M-V def2-TZVPD RIJCOSX def2/J DEFGRID3
* xyz 0 1
C 2.18 0.06 0.30
C -0.52 -0.95 0.02
C -1.34 0.22 -0.27
O -0.63 -2.10 0.11
O 3.24 0.39 -0.12
H 1.54 0.86 0.80
H -1.11 0.53 -1.25
H -0.96 1.17 0.34
H -2.40 -0.18 0.07
*
```

The calculation puts the gap between HOMO and LUMO (spin up / spin down) at 8.66 / 7.15 eV. Its highest occupied orbital energy (spin up / spin down) is -8.5 / -7.2 eV.



| no. | total energy (Ha) |
| --- | --- |
| 1 | -753.535784 |
| 2 | -1588.325360 |
| 3 | -6198.410712 |
| 4 | -418.406582 |
| 5 | -2107.475389 |
| 6 | -267.022440 |